*i*
The following is a quantum chemistry calculation of a 14-piece molecular cluster, C28H84O14 overall, from the Open Molecules 2025 dataset.

LUMO: 0.4 eV
Kohn-Sham gap: 10.0 eV

The geometry in XYZ format:
```
126
C28H84O14 | the Open Molecules 2025 dataset | ωB97M-V with the def2-TZVPD basis set
C 1.654 -0.389 -4.154
C 2.534 0.263 -5.206
O 3.178 -0.752 -5.954
H 1.216 0.360 -3.499
H 2.269 -1.076 -3.571
H 0.872 -0.957 -4.661
H 3.288 0.874 -4.695
H 1.952 0.935 -5.844
H 4.004 -0.448 -6.331
C -3.982 3.659 0.238
C -3.746 2.331 0.906
O -3.713 2.500 2.329
H -4.973 4.019 0.544
H -4.138 3.505 -0.836
H -3.320 4.503 0.418
H -2.807 1.905 0.531
H -4.572 1.648 0.678
H -3.193 1.735 2.641
C 4.304 2.983 2.413
C 4.159 4.502 2.472
O 2.927 4.831 3.108
H 3.688 2.572 1.614
H 4.083 2.504 3.364
H 5.344 2.742 2.186
H 4.247 4.916 1.461
H 4.985 4.942 3.044
H 2.765 5.779 3.085
C -0.931 3.915 -2.226
C -1.113 2.775 -3.221
O -2.442 2.848 -3.744
H -1.624 3.837 -1.386
H -1.007 4.881 -2.721
H 0.059 3.865 -1.769
H -0.927 1.809 -2.745
H -0.407 2.991 -4.029
H -2.561 2.055 -4.280
C 0.042 -1.158 -0.234
C -0.084 0.200 0.431
O 1.183 0.591 0.926
H -0.903 -1.624 -0.506
H 0.593 -1.788 0.471
H 0.613 -1.128 -1.166
H -0.782 0.159 1.276
H -0.481 0.898 -0.319
H 1.088 1.478 1.330
C -4.442 -0.729 3.668
C -3.041 -0.777 3.087
O -2.298 0.381 3.509
H -5.077 -1.467 3.175
H -4.866 0.264 3.509
H -4.426 -0.921 4.740
H -3.048 -0.806 1.995
H -2.496 -1.643 3.470
H -1.563 0.126 4.086
C -3.197 -0.120 -1.717
C -4.647 -0.556 -1.858
O -4.738 -1.963 -2.004
H -2.494 -0.545 -2.432
H -2.819 -0.457 -0.741
H -3.089 0.964 -1.617
H -5.064 -0.086 -2.756
H -5.190 -0.223 -0.977
H -4.321 -2.195 -2.850
C -1.381 -2.821 -3.566
C -2.397 -3.195 -4.606
O -3.416 -2.170 -4.597
H -0.832 -1.902 -3.791
H -0.636 -3.603 -3.412
H -1.858 -2.606 -2.608
H -2.832 -4.161 -4.328
H -1.966 -3.289 -5.605
H -4.114 -2.485 -5.187
C 4.128 -3.173 1.917
C 3.424 -1.856 2.160
O 3.612 -1.004 1.043
H 5.211 -3.128 1.821
H 3.754 -3.554 0.963
H 3.839 -3.912 2.665
H 3.782 -1.403 3.096
H 2.337 -1.978 2.241
H 2.853 -0.414 0.940
C -1.474 -4.421 -0.259
C -1.915 -4.986 1.083
O -2.474 -3.961 1.902
H -1.194 -5.237 -0.933
H -0.590 -3.802 -0.096
H -2.259 -3.824 -0.724
H -1.053 -5.409 1.600
H -2.609 -5.820 0.929
H -3.288 -3.697 1.455
C 1.949 0.532 4.756
C 0.926 -0.518 4.373
O -0.258 -0.483 5.170
H 2.322 0.286 5.756
H 1.572 1.553 4.776
H 2.780 0.480 4.052
H 1.400 -1.501 4.455
H 0.626 -0.403 3.330
H -0.019 -0.666 6.084
C 2.357 -4.325 -1.594
C 1.814 -5.733 -1.573
O 1.486 -6.105 -0.227
H 2.239 -3.870 -2.576
H 3.420 -4.295 -1.351
H 1.835 -3.756 -0.824
H 2.476 -6.455 -2.065
H 0.893 -5.809 -2.169
H 0.870 -6.840 -0.297
C -0.624 3.684 3.677
C -0.197 3.832 2.213
O 1.017 3.110 1.979
H -0.727 2.627 3.924
H -1.626 4.094 3.842
H 0.082 4.187 4.338
H -0.052 4.890 1.970
H -0.949 3.382 1.563
H 1.753 3.606 2.395
C 2.475 2.410 -1.638
C 3.905 2.862 -1.944
O 3.929 3.985 -2.804
H 1.851 2.245 -2.518
H 2.006 3.189 -1.032
H 2.406 1.473 -1.082
H 4.433 2.033 -2.421
H 4.413 3.082 -1.000
H 4.041 4.789 -2.296
```

---

*ii*
The following is a quantum chemistry calculation of a 14-piece molecular cluster, C28H84O14 overall, from the Open Molecules 2025 dataset.

LUMO: -0.1 eV
Kohn-Sham gap: 9.9 eV

The geometry in XYZ format:
```
126
C28H84O14 | the Open Molecules 2025 dataset | ωB97M-V with the def2-TZVPD basis set
C -6.968 2.324 0.790
C -7.263 2.754 -0.627
O -6.821 4.101 -0.816
H -7.259 1.276 0.866
H -7.542 2.949 1.473
H -5.909 2.385 1.043
H -8.332 2.824 -0.830
H -6.839 2.019 -1.311
H -6.959 4.381 0.092
C -0.553 4.065 6.612
C 0.017 2.903 5.836
O 0.609 3.289 4.595
H -1.056 3.724 7.517
H -1.379 4.580 6.120
H 0.221 4.814 6.785
H -0.772 2.211 5.540
H 0.766 2.365 6.416
H 0.184 2.697 3.970
C -2.774 8.276 1.596
C -2.782 6.742 1.809
O -3.989 6.352 2.358
H -1.741 8.464 1.303
H -3.079 8.952 2.395
H -3.398 8.525 0.737
H -1.981 6.439 2.483
H -2.550 6.239 0.870
H -3.825 5.486 2.737
C -0.479 1.336 0.162
C 0.454 0.229 0.585
O 0.013 -0.285 1.808
H -1.487 1.360 0.575
H -0.681 1.306 -0.909
H -0.245 2.362 0.445
H 1.480 0.576 0.715
H 0.445 -0.591 -0.133
H 0.501 -1.070 2.067
C 5.135 0.165 5.007
C 5.661 1.599 4.767
O 4.917 2.449 5.570
H 4.241 -0.016 4.411
H 4.737 0.057 6.016
H 5.919 -0.545 4.744
H 5.648 1.858 3.708
H 6.699 1.509 5.086
H 4.021 2.488 5.226
C -5.481 -2.712 -2.584
C -5.359 -3.142 -1.131
O -4.129 -3.716 -1.053
H -4.533 -2.482 -3.069
H -6.142 -1.867 -2.775
H -5.697 -3.589 -3.193
H -6.191 -3.778 -0.830
H -5.197 -2.318 -0.435
H -3.510 -3.092 -1.438
C 3.609 0.605 -6.223
C 2.377 1.244 -5.568
O 1.268 0.822 -6.345
H 4.465 0.634 -5.548
H 4.044 1.214 -7.016
H 3.475 -0.432 -6.529
H 2.382 2.334 -5.558
H 2.173 0.924 -4.546
H 0.444 1.126 -5.958
C -0.216 -5.081 -6.758
C -0.835 -4.770 -5.448
O -0.166 -3.790 -4.679
H -0.705 -5.894 -7.295
H 0.799 -5.455 -6.625
H -0.143 -4.182 -7.371
H -0.931 -5.708 -4.901
H -1.848 -4.504 -5.746
H -0.122 -2.976 -5.185
C -5.128 -4.032 6.150
C -3.949 -3.884 5.140
O -3.232 -2.750 5.479
H -5.798 -4.866 5.938
H -5.706 -3.110 6.098
H -4.764 -4.213 7.161
H -4.284 -3.863 4.103
H -3.309 -4.763 5.203
H -2.944 -2.470 4.607
C -2.975 3.430 -8.026
C -3.647 2.632 -6.954
O -2.830 2.714 -5.811
H -3.601 3.472 -8.918
H -2.001 3.046 -8.330
H -2.868 4.502 -7.862
H -3.786 1.573 -7.175
H -4.625 3.039 -6.698
H -2.875 3.572 -5.384
C 1.906 -5.043 5.640
C 2.438 -5.274 4.196
O 2.191 -4.144 3.403
H 2.294 -4.133 6.099
H 2.198 -5.965 6.142
H 0.817 -5.013 5.658
H 2.016 -6.211 3.831
H 3.511 -5.468 4.214
H 2.489 -4.307 2.504
C 2.006 -8.079 -2.158
C 2.948 -6.961 -1.891
O 2.264 -5.809 -1.451
H 2.396 -9.095 -2.224
H 1.604 -8.054 -3.170
H 1.296 -8.162 -1.334
H 3.567 -6.643 -2.731
H 3.553 -7.238 -1.028
H 1.832 -5.381 -2.194
C 6.664 -1.385 -0.910
C 7.716 -0.963 0.180
O 8.389 -2.107 0.570
H 5.873 -0.655 -1.078
H 6.026 -2.182 -0.528
H 7.091 -1.683 -1.868
H 7.090 -0.479 0.929
H 8.405 -0.258 -0.287
H 8.716 -1.966 1.462
C 2.947 6.382 -1.075
C 3.631 5.601 0.145
O 5.000 5.609 -0.092
H 3.087 5.694 -1.909
H 3.422 7.333 -1.315
H 1.870 6.444 -0.916
H 3.286 4.567 0.155
H 3.485 5.983 1.155
H 5.462 5.680 0.747
```

---

Which structure is the least stable? The one labeled *ii*.

---

*i*
The following is a quantum chemistry calculation of one molecule with the formula C5H11N3, from the Open Molecules 2025 dataset.

LUMO: 1.0 eV
Structure (SMILES): C1=N\CCNCCN/1
Kohn-Sham gap: 9.1 eV

The geometry in XYZ format:
```
19
C5H11N3 | the Open Molecules 2025 dataset | ωB97M-V with the def2-TZVPD basis set
C -0.539 -0.294 -1.764
C 1.068 0.168 -1.344
C 1.201 -1.208 1.175
C -0.786 0.467 1.807
C -1.124 0.959 0.353
H -0.464 -1.548 -1.865
H -0.919 0.354 -2.614
H 1.063 1.261 -0.784
H 1.804 0.498 -2.183
H 2.284 -1.129 -0.737
H 1.871 -2.097 1.679
H -1.597 0.091 2.342
H -0.081 1.437 2.229
H -0.534 1.696 0.035
H -1.996 1.647 0.594
H -1.787 -1.001 -0.003
N 1.610 -0.654 -0.262
N 0.466 -0.507 1.867
N -1.540 -0.141 -0.526
```

---

*ii*
The following is a quantum chemistry calculation of one molecule with the formula C5H11N3, from the Open Molecules 2025 dataset.

LUMO: 0.9 eV
Structure (SMILES): [H]/N=N\N(C)CC(=C)C
Kohn-Sham gap: 9.8 eV

The geometry in XYZ format:
```
19
C5H11N3 | the Open Molecules 2025 dataset | ωB97M-V with the def2-TZVPD basis set
C -0.015 0.014 -0.942
C 1.140 -1.573 0.498
C -1.156 1.549 0.722
N 1.203 -0.303 -0.197
C -1.211 0.273 -0.059
C -2.206 -0.599 0.047
N 2.568 -0.093 -0.815
N 2.922 1.052 -0.732
H 2.062 1.612 -0.382
H 0.196 0.909 -1.539
H -0.234 -0.818 -1.626
H 1.072 -2.417 -0.198
H 0.271 -1.598 1.157
H 2.040 -1.686 1.100
H -2.013 1.649 1.384
H -0.247 1.586 1.324
H -1.142 2.405 0.045
H -3.044 -0.425 0.703
H -2.205 -1.536 -0.491
```

---

*iii*
The following is a quantum chemistry calculation of one molecule with the formula C5H11N3, from the Open Molecules 2025 dataset.

LUMO: 1.0 eV
Structure (SMILES): N[C@@H]1[C@@H]2NC[C@H](N)[C@@H]12
Kohn-Sham gap: 9.3 eV

The geometry in XYZ format:
```
19
C5H11N3 | the Open Molecules 2025 dataset | ωB97M-V with the def2-TZVPD basis set
C 1.295 -0.357 0.313
C 1.426 1.072 -0.321
C -0.643 0.689 0.657
C -1.571 -0.543 0.452
C -0.219 -0.612 -0.119
H 3.177 -1.288 0.216
H 1.629 -2.253 -0.051
H 1.460 -0.385 1.430
H 1.746 0.749 -1.317
H 2.220 1.730 0.141
H 0.174 2.517 0.219
H -0.300 0.520 1.665
H -1.695 -0.988 1.474
H -3.057 -1.294 -0.909
H -3.487 0.155 -0.315
H -0.416 -0.178 -1.075
N 2.176 -1.331 -0.291
N 0.027 1.652 -0.260
N -2.657 -0.432 -0.504
```

---

Which structure is the least stable? The one labeled *i*.

---

*i*
The following is a quantum chemistry calculation of a 2-piece molecular cluster, C3H6N3O2 overall, from the Open Molecules 2025 dataset.

LUMO: -3.9 eV
Kohn-Sham gap: 9.9 eV
Charge: +1

The geometry in XYZ format:
```
14
C3H6N3O2 | the Open Molecules 2025 dataset | ωB97M-V with the def2-TZVPD basis set
C -0.117 -1.350 0.149
C 1.891 1.552 -0.069
C -1.527 -1.106 -0.025
N 0.944 -1.826 0.048
N 2.977 2.027 0.048
N -1.721 0.405 0.004
O 0.850 1.035 -0.019
O 2.064 -2.167 0.050
H -2.117 -1.425 0.945
H -2.095 -1.663 -0.797
H 3.817 2.364 -0.413
H -0.897 0.870 -0.442
H -1.509 0.451 0.980
H -2.559 0.833 -0.460
```

---

*ii*
The following is a quantum chemistry calculation of an isolated ion of composition C3H6N3O2 and charge +1, from the Open Molecules 2025 dataset.

LUMO (spin up / spin down): -5.6 / -5.7 eV
Structure (SMILES): N/C=[NH+]/C=C/[N+](=O)[O-]
Kohn-Sham gap (spin up / spin down): 8.3 / 7.6 eV
Charge: +1

The geometry in XYZ format:
```
14
C3H6N3O2 | the Open Molecules 2025 dataset | ωB97M-V with the def2-TZVPD basis set
C -2.963 -0.633 0.023
C -1.567 0.377 0.159
C 0.773 0.555 -0.027
N 1.973 0.035 -0.085
N -4.195 0.038 -0.016
N -0.332 -0.155 0.126
O -4.187 1.249 -0.038
O -5.166 -0.685 -0.030
H -2.894 -1.700 0.095
H -1.783 1.428 0.111
H 0.668 1.631 -0.120
H 2.781 0.626 -0.216
H 2.135 -0.963 -0.008
H -0.267 -1.171 0.205
```

---

Which structure is the least stable? The one labeled *ii*.

---

*i*
The following is a quantum chemistry calculation of a 2-piece molecular cluster, CH5S3 overall, from the Open Molecules 2025 dataset.

LUMO: 3.5 eV
Kohn-Sham gap: 6.8 eV
Charge: -1

The geometry in XYZ format:
```
9
CH5S3 | the Open Molecules 2025 dataset | ωB97M-V with the def2-TZVPD basis set
S -1.004 1.961 1.592
H 0.139 2.630 1.955
C 1.688 -1.861 -1.170
S 0.570 -1.151 0.130
S -0.579 0.095 -1.097
H 1.326 -2.860 -1.401
H 1.490 -1.313 -2.085
H 2.689 -1.569 -0.859
H -0.603 1.141 -0.019
```

---

*ii*
The following is a quantum chemistry calculation of a 2-piece molecular cluster, CH5S3 overall, from the Open Molecules 2025 dataset.

LUMO: 3.6 eV
Kohn-Sham gap: 6.0 eV
Charge: -1

The geometry in XYZ format:
```
9
CH5S3 | the Open Molecules 2025 dataset | ωB97M-V with the def2-TZVPD basis set
S 1.563 -2.326 2.153
H 0.585 -2.457 1.224
C -0.988 1.016 -1.400
S -0.735 0.751 0.385
S 1.338 0.937 0.597
H -2.060 0.858 -1.446
H -0.637 1.982 -1.737
H -0.558 0.173 -1.928
H 1.491 -0.934 2.153
```

---

Which structure is the least stable? The one labeled *i*.

---

*i*
The following is a quantum chemistry calculation of a 2-piece molecular cluster, H5N5O overall, from the Open Molecules 2025 dataset.

LUMO: 0.4 eV
Kohn-Sham gap: 9.7 eV

The geometry in XYZ format:
```
11
H5N5O | the Open Molecules 2025 dataset | ωB97M-V with the def2-TZVPD basis set
N 2.041 -1.197 0.037
N 2.193 0.010 -0.238
N -3.557 -0.159 -0.010
N 1.328 0.956 -0.027
N -2.554 0.460 -0.028
O -1.334 -0.087 0.204
H 1.249 -1.474 0.504
H 3.231 0.196 -0.412
H -3.468 -1.308 0.045
H 1.575 1.908 -0.235
H -0.704 0.695 0.160
```

---

*ii*
The following is a quantum chemistry calculation of one molecule with the formula H5N5O, from the Open Molecules 2025 dataset.

LUMO: 1.1 eV
Structure (SMILES): On1[nH][nH][nH][nH]1
Kohn-Sham gap: 10.2 eV

The geometry in XYZ format:
```
11
H5N5O | the Open Molecules 2025 dataset | ωB97M-V with the def2-TZVPD basis set
N 0.815 1.294 0.155
N -0.533 1.397 0.161
N 0.897 -0.082 -0.897
N -1.084 0.063 0.136
N -0.094 -0.821 -0.387
O 0.382 -1.614 0.750
H 1.132 0.888 1.039
H -0.805 1.924 -0.676
H 1.805 -0.514 -0.758
H -1.930 0.028 -0.423
H -0.226 -2.358 0.830
```

---

Which structure is the least stable? The one labeled *ii*.